Formula: C27H45N4OP2Tb
Source: the OMol25 dataset
Level of theory: the ωB97M-V functional and the def2-TZVPD basis

The geometry in XYZ format:
```
80
Properties=species:S:1:pos:R:3:lowdin_charge:R:1
Tb 0.557 -0.359 0.273 1.5378
P 0.743 -1.551 -3.469 1.0657
P 0.096 -1.411 2.666 0.9021
N -0.866 -1.920 -0.181 -0.3372
C 0.044 -2.849 -2.367 -0.2173
H -0.278 -3.657 -3.040 0.0905
H 0.895 -3.243 -1.786 0.1067
C -1.156 -2.579 -1.442 -0.2956
H -1.952 -2.027 -1.976 0.1072
H -1.606 -3.563 -1.216 0.1240
C -1.959 -2.109 0.787 -0.2998
H -2.410 -3.105 0.627 0.1188
H -2.796 -1.408 0.590 0.1114
C -1.599 -2.016 2.292 -0.2954
H -1.694 -3.010 2.756 0.0950
H -2.317 -1.365 2.810 0.0815
C 0.103 -0.667 4.344 -0.5563
C -0.900 0.486 4.431 -0.1064
H -1.932 0.140 4.326 0.0728
H -0.716 1.244 3.660 0.0641
H -0.814 0.984 5.402 0.0961
C 1.054 -3.008 2.727 -0.5384
C 2.532 -2.827 2.339 -0.1072
H 3.062 -3.783 2.475 0.0965
H 3.035 -2.068 2.956 0.0741
H 2.659 -2.541 1.282 0.0611
C 0.870 -2.093 -5.197 -0.4809
C 1.411 -1.002 -6.125 -0.0889
H 1.665 -1.468 -7.086 0.0996
H 2.322 -0.534 -5.734 0.0722
H 0.659 -0.226 -6.324 0.0781
C -0.241 -0.023 -3.268 -0.4930
C 0.545 1.239 -3.653 -0.0802
H -0.030 2.121 -3.333 0.0886
H 0.689 1.305 -4.742 0.0811
H 1.523 1.284 -3.161 0.0748
C 2.409 -1.141 -2.884 -0.5543
C 0.893 -3.725 4.076 -0.0944
H -0.150 -4.015 4.261 0.0837
H 1.496 -4.646 4.080 0.0976
H 1.231 -3.102 4.917 0.0745
C -0.414 -2.727 -5.751 -0.0856
H -0.176 -3.203 -6.710 0.0984
H -0.830 -3.499 -5.095 0.0722
H -1.191 -1.980 -5.946 0.0717
C -1.585 -0.069 -4.002 -0.0860
H -2.191 0.803 -3.704 0.0893
H -1.460 -0.008 -5.093 0.0813
H -2.179 -0.964 -3.770 0.0754
C 1.514 -0.198 4.733 -0.1002
H 1.904 0.533 4.010 0.0772
H 1.483 0.299 5.713 0.0974
H 2.237 -1.022 4.802 0.0692
H -0.214 -1.463 5.035 0.1159
H -0.481 0.058 -2.183 0.0440
H 0.572 -3.630 1.950 0.1115
H 1.623 -2.897 -5.148 0.1331
O 2.390 -0.618 -1.648 -0.3909
H 3.191 -1.913 -3.103 0.0880
H 3.262 -1.130 -3.827 0.1723
N 0.512 8.571 4.603 0.1959
C 0.248 7.634 3.954 -0.1514
C -0.082 6.482 3.154 -0.2049
C 0.916 5.554 2.829 0.0084
C 0.612 4.444 2.042 0.0056
C -0.697 4.266 1.575 -0.1784
C -1.705 5.180 1.906 0.0176
C -1.395 6.287 2.698 0.0165
N -1.006 3.153 0.764 0.0201
C -2.257 2.851 0.208 0.0297
C -2.116 1.706 -0.492 -0.0453
N -0.793 1.274 -0.369 -0.1429
C -0.166 2.182 0.403 -0.2061
H 1.937 5.705 3.186 0.1377
H 1.389 3.728 1.790 0.1051
H -2.729 5.039 1.556 0.1138
H -2.169 7.013 2.964 0.1408
H -3.123 3.485 0.326 0.1354
H -2.823 1.144 -1.082 0.1300
H 0.914 2.170 0.628 0.1281
```

Computed properties:
* orbital gap (alpha / beta): 6.84 / 6.96 eV
* expectation value of S²: 12.69
* LUMO energy (alpha / beta): -0.2278 / -0.2239 Eh
* spin multiplicity: 7
* charge: +2



Formula: C43H56N4O2Se4Zr
Source: the OMol25 dataset
Level of theory: the ωB97M-V functional and the def2-TZVPD basis

The geometry in XYZ format:
```
110
Properties=species:S:1:pos:R:3:lowdin_charge:R:1
Zr 1.966 -0.235 -0.388 1.3952
C -3.032 5.254 1.490 -0.0590
C -2.794 5.151 -0.017 -0.5544
C -2.380 6.534 -0.539 -0.0346
C -4.105 4.717 -0.691 -0.0344
C -1.709 4.132 -0.354 -0.1453
C -1.036 3.402 0.608 -0.0362
C -0.098 2.460 0.214 -0.3788
Se 0.921 1.492 1.516 1.1883
C -0.308 0.165 2.148 -0.3776
C -1.292 0.522 3.055 -0.0377
C -2.153 -0.445 3.545 -0.1446
C -1.946 -1.757 3.113 0.0470
C -0.959 -2.156 2.219 -0.0705
C -0.124 -1.145 1.708 -0.3115
O 0.886 -1.378 0.816 -0.4209
C -0.803 -3.632 1.837 -0.5172
C -1.016 -3.793 0.327 -0.0309
C 0.595 -4.123 2.240 -0.0363
C -1.820 -4.530 2.545 -0.0532
C -3.273 -0.136 4.533 -0.5543
C -3.344 1.354 4.866 -0.0580
C -3.028 -0.916 5.833 -0.0342
C -4.616 -0.562 3.922 -0.0347
C 0.215 2.229 -1.124 -0.3189
O 1.109 1.236 -1.408 -0.4748
C -0.385 3.020 -2.119 -0.0718
C -1.344 3.926 -1.687 0.0471
C 0.036 2.959 -3.589 -0.5230
C 1.514 3.369 -3.687 -0.0279
C -0.775 3.928 -4.454 -0.0546
C -0.142 1.551 -4.171 -0.0544
H -3.819 5.983 1.682 0.0937
H -2.137 5.588 2.018 0.0906
H -3.358 4.301 1.913 0.0815
H -3.150 7.267 -0.295 0.0928
H -2.251 6.540 -1.622 0.0800
H -1.444 6.857 -0.081 0.0941
H -4.893 5.438 -0.471 0.0927
H -4.424 3.739 -0.327 0.0922
H -4.001 4.659 -1.775 0.0811
H -1.229 3.554 1.661 0.1003
H -1.372 1.552 3.372 0.0997
H -2.600 -2.518 3.512 0.0994
H -0.369 -3.123 -0.231 0.0280
H -2.049 -3.551 0.067 0.1038
H -0.824 -4.826 0.024 0.0922
H 1.381 -3.573 1.723 0.0374
H 0.704 -5.184 2.001 0.0925
H 0.740 -4.010 3.316 0.1007
H -2.846 -4.264 2.287 0.0944
H -1.709 -4.498 3.629 0.0953
H -1.660 -5.562 2.228 0.0945
H -2.426 1.707 5.341 0.0901
H -4.161 1.530 5.566 0.0942
H -3.537 1.958 3.977 0.0826
H -2.078 -0.626 6.286 0.0933
H -3.011 -1.993 5.663 0.0805
H -3.825 -0.706 6.548 0.0931
H -4.813 -0.018 2.997 0.0930
H -5.426 -0.349 4.622 0.0930
H -4.643 -1.630 3.702 0.0801
H -1.840 4.530 -2.434 0.0993
H 1.667 4.381 -3.310 0.1016
H 1.842 3.338 -4.729 0.0964
H 2.142 2.683 -3.115 0.0320
H -0.650 4.965 -4.138 0.0926
H -1.838 3.683 -4.445 0.0969
H -0.428 3.856 -5.485 0.0927
H 0.589 0.862 -3.758 -0.0018
H 0.003 1.578 -5.253 0.0929
H -1.144 1.165 -3.975 0.0979
Se 3.900 2.021 -0.867 0.7567
Se 5.733 1.297 0.332 0.8008
C 4.930 0.038 1.537 -0.6269
C 5.751 -0.238 2.624 -0.1022
C 5.357 -1.172 3.560 -0.0120
C 4.127 -1.787 3.388 -0.0167
C 3.360 -1.440 2.300 -0.1124
N 3.737 -0.548 1.351 -0.0591
C 4.110 0.718 -2.281 -0.6467
C 4.636 1.060 -3.510 -0.0564
C 4.876 0.042 -4.421 0.0036
C 4.576 -1.265 -4.065 -0.0064
C 3.992 -1.505 -2.837 -0.1342
N 3.752 -0.530 -1.951 -0.1082
H 6.689 0.291 2.732 0.1095
H 5.987 -1.400 4.408 0.1308
H 3.751 -2.516 4.091 0.1237
H 2.387 -1.881 2.165 0.0750
H 4.870 2.092 -3.734 0.1245
H 5.301 0.266 -5.390 0.1316
H 4.768 -2.088 -4.738 0.1257
H 3.687 -2.501 -2.553 0.0903
C 2.353 -4.122 -0.890 -0.0107
N 1.416 -4.339 -1.976 -0.1050
C 1.088 -5.599 -2.441 -0.0170
C 0.122 -5.435 -3.366 -0.0082
N -0.131 -4.084 -3.455 -0.1148
C -1.108 -3.476 -4.348 -0.0191
C 0.668 -3.415 -2.603 -0.6235
Se 0.607 -1.534 -2.512 0.8319
H 2.095 -4.770 -0.055 0.0952
H 2.270 -3.094 -0.547 0.0431
H 3.373 -4.335 -1.209 0.1058
H 1.564 -6.485 -2.063 0.1388
H -0.410 -6.154 -3.963 0.1388
H -1.680 -4.271 -4.819 0.1022
H -0.606 -2.885 -5.112 0.0983
H -1.778 -2.835 -3.780 0.0879
```

Computed properties:
* energy above the lowest of the compared OMol25 structures with the same formula, charge and spin: 0.0000 eV
* orbital gap: 7.11 eV
* LUMO energy: -0.2086 Eh
* charge: +2



Formula: H12O6
Source: the OMol25 dataset
Level of theory: the ωB97M-V functional and the def2-TZVPD basis

The geometry in XYZ format:
```
18
Properties=species:S:1:pos:R:3:nbo_charge:R:1
O 2.619 0.622 -1.879 -0.9524
H 2.853 -0.351 -2.019 0.4729
H 2.614 0.542 -0.927 0.4898
O 1.557 -0.204 0.521 -1.0081
H 0.627 0.082 0.574 0.5245
H 2.069 0.053 1.313 0.4765
O -0.941 1.162 1.109 -1.0168
H -1.735 0.496 1.024 0.5151
H -0.959 1.407 2.048 0.4753
O -0.172 1.094 -1.154 -1.0138
H -0.463 1.787 -0.622 0.4993
H 0.828 1.076 -1.425 0.5214
O -2.688 -1.006 1.172 -0.9847
H -2.320 -1.224 2.049 0.4724
H -2.141 -1.553 0.481 0.5239
O -0.795 -1.551 -0.497 -1.0033
H -0.818 -0.556 -0.634 0.5138
H -0.138 -1.876 -1.136 0.4942
```

Computed properties:
* energy above the lowest of the compared OMol25 structures with the same formula, charge and spin: 1.4116 eV
* orbital gap: 11.18 eV
* LUMO energy: 0.0128 Eh
* charge: 0
* SMILES: O.O.O.O.O.O



Formula: C28H58F4N8O8S4
Source: the OMol25 dataset
Level of theory: the ωB97M-V functional and the def2-TZVPD basis

The geometry in XYZ format:
```
110
Properties=species:S:1:pos:R:3:lowdin_charge:R:1
C 5.787 10.318 -28.497 -0.0577
C 4.767 10.266 -29.628 -0.1643
N 3.778 9.206 -29.519 -0.0399
C 2.610 9.267 -28.804 0.0089
C 2.025 8.031 -28.897 -0.0142
N 2.924 7.213 -29.533 -0.0711
C 3.981 7.940 -29.881 -0.0094
C 2.592 5.842 -29.957 0.0446
H 5.366 10.440 -27.502 0.0595
H 6.415 11.189 -28.707 0.0836
H 6.520 9.511 -28.489 0.0852
H 5.268 10.101 -30.584 0.1303
H 4.311 11.243 -29.773 0.1316
H 2.319 10.060 -28.139 0.1452
H 1.090 7.718 -28.462 0.1205
H 4.787 7.597 -30.508 0.1756
H 1.545 5.650 -29.759 0.0966
H 3.166 5.152 -29.337 0.1060
H 2.945 5.767 -30.982 0.1045
C 4.145 8.184 -19.365 -0.0310
C 5.163 7.617 -20.396 -0.1347
N 5.896 8.726 -21.052 -0.0393
C 5.419 9.416 -22.149 0.0016
C 6.368 10.333 -22.447 -0.0049
N 7.321 10.300 -21.467 -0.0844
C 7.028 9.275 -20.641 0.0072
C 8.414 11.258 -21.370 0.0252
H 4.666 8.160 -18.412 0.0821
H 3.379 7.407 -19.319 0.0687
H 3.682 9.108 -19.692 0.0749
H 4.714 6.987 -21.158 0.0879
H 5.923 7.054 -19.859 0.1302
H 4.470 9.095 -22.540 0.1125
H 6.386 11.028 -23.269 0.1402
H 7.587 9.020 -19.756 0.1755
H 9.348 10.787 -21.683 0.1096
H 8.601 11.342 -20.296 0.1047
H 8.224 12.211 -21.842 0.1047
C 0.133 4.575 -27.033 -0.0755
C 0.123 4.009 -25.617 -0.2271
C 0.425 5.055 -24.580 -0.0974
N 0.741 4.497 -23.168 -0.2372
C -0.528 3.915 -22.618 0.0333
C 1.277 5.521 -22.218 -0.1174
C 2.220 4.839 -21.254 -0.1297
C 2.768 3.634 -22.043 -0.1243
C 1.873 3.432 -23.258 -0.0529
H 0.052 3.788 -27.775 0.0850
H 0.974 5.258 -27.177 0.0566
H -0.733 5.241 -27.108 0.0876
H 0.747 3.112 -25.609 0.1161
H -0.879 3.589 -25.474 0.1168
H -0.305 5.845 -24.398 0.1213
H 1.354 5.556 -24.869 0.1100
H -0.857 3.103 -23.266 0.1024
H -1.327 4.651 -22.664 0.1152
H -0.312 3.518 -21.630 0.1150
H 0.516 6.146 -21.752 0.1399
H 1.816 6.238 -22.847 0.1070
H 1.662 4.455 -20.398 0.1157
H 3.033 5.418 -20.825 0.0939
H 2.781 2.762 -21.389 0.1199
H 3.806 3.778 -22.338 0.1004
H 1.350 2.485 -23.319 0.1346
H 2.404 3.769 -24.144 0.0998
C 0.189 9.637 -21.758 -0.0757
C -0.041 10.982 -22.451 -0.2091
C 1.268 11.583 -22.924 -0.1425
N 1.175 13.010 -23.405 -0.2542
C 0.259 13.128 -24.583 0.0363
C 0.746 13.942 -22.285 -0.0906
C 1.630 15.192 -22.354 -0.1245
C 2.556 14.975 -23.570 -0.1414
C 2.591 13.466 -23.749 -0.0904
H 0.765 8.916 -22.341 0.0595
H -0.798 9.255 -21.501 0.0819
H 0.740 9.726 -20.816 0.0723
H -0.459 11.658 -21.697 0.1173
H -0.791 10.973 -23.241 0.0721
H 1.706 11.012 -23.749 0.1337
H 2.084 11.533 -22.198 0.1265
H 0.362 14.127 -25.000 0.1144
H -0.757 12.886 -24.293 0.1128
H 0.595 12.428 -25.345 0.0962
H -0.314 14.188 -22.256 0.1410
H 0.881 13.422 -21.335 0.1294
H 1.023 16.087 -22.457 0.1214
H 2.288 15.301 -21.494 0.1177
H 2.110 15.437 -24.451 0.1122
H 3.523 15.437 -23.387 0.1212
H 2.707 13.105 -24.769 0.1360
H 3.311 13.023 -23.066 0.1289
N -2.568 8.652 -26.069 -0.2557
S -2.627 8.675 -24.432 0.5472
O -2.720 9.928 -23.739 -0.2800
O -1.857 7.632 -23.763 -0.3186
F -4.128 8.138 -24.294 -0.1745
S -1.201 9.309 -26.328 0.4502
O -0.100 8.386 -26.368 -0.3106
O -0.974 10.626 -25.779 -0.3057
F -1.433 9.694 -27.870 -0.1874
N 4.141 7.063 -23.887 -0.2757
S 3.612 7.768 -25.267 0.4870
O 3.146 6.968 -26.362 -0.2681
O 4.370 8.973 -25.517 -0.2957
F 2.260 8.366 -24.667 -0.1986
S 4.991 5.954 -24.554 0.4698
O 6.264 6.391 -25.073 -0.2580
O 4.274 4.810 -25.059 -0.2717
F 5.595 5.428 -23.126 -0.2317
```

Computed properties:
* orbital gap: 9.08 eV
* LUMO energy: -0.1568 Eh
* charge: +2



Number 1: DFT total energy -77733.3031 eV. Number 2: DFT total energy -318214.1214 eV. Number 3: DFT total energy -12479.7022 eV. Number 4: DFT total energy -112473.0164 eV.